No. 1
A structure of composition C48H63N5O3P2S4Sr, computed with ωB97M-V/def2-TZVPD.

Calculated values
LUMO energy, Ha: 0.0175
Frontier orbital gap, eV: 8.188
Molar mass, g/mol: 1035.900
HOMO, eV: -7.71
Energy above the lowest of the compared OMol25 structures with the same formula, charge and spin, kJ/mol: 0.0

Geometry (Å):
Sr  -0.72662  -0.00969  0.05473
C  -1.00471  -1.88221  3.32506
C  -2.36632  -1.19420  3.21540
N  -2.68317  -0.66023  1.88263
C  -3.68466  -1.43468  1.14049
C  -3.09664  -2.64301  0.43462
N  -2.13037  -2.22959  -0.58053
C  -1.47670  -3.35806  -1.25702
C  -0.32303  -3.97917  -0.46169
C  1.03947  -3.33158  -0.70282
N  1.21249  -2.03717  -0.03179
C  1.91443  -2.14669  1.24949
C  2.01584  -0.79654  1.94171
N  0.70664  -0.28875  2.34981
C  0.16998  -0.92908  3.55914
H  -0.82044  -2.48989  2.43312
H  -1.04662  -2.57275  4.17317
H  -2.38994  -0.36302  3.92330
H  -3.15239  -1.89735  3.51670
H  -3.01942  0.29009  1.99004
H  -4.13528  -0.77732  0.39121
H  -4.49711  -1.77803  1.79553
H  -3.91804  -3.22997  -0.00072
H  -2.59323  -3.29238  1.15593
H  -2.62162  -1.68806  -1.29433
H  -1.09431  -2.98422  -2.21028
H  -2.21737  -4.13516  -1.49163
H  -0.24300  -5.03205  -0.74589
H  -0.55267  -3.97377  0.60920
H  1.16824  -3.17954  -1.77568
H  1.82680  -4.02674  -0.38145
H  1.74341  -1.41433  -0.63822
H  2.92508  -2.55980  1.11855
H  1.36895  -2.85412  1.88205
H  2.46797  -0.07497  1.25764
H  2.69733  -0.88933  2.80014
H  0.75677  0.71477  2.50656
H  -0.15339  -0.14519  4.24740
H  0.97632  -1.48027  4.05820
O  -1.43928  2.08448  3.01639
C  -1.75610  2.44841  1.87951
O  -1.08569  2.24890  0.81213
C  -3.08686  3.15976  1.68037
C  -3.54125  3.99916  2.69303
C  -4.68509  4.75971  2.52336
C  -5.39415  4.68147  1.33050
C  -4.96833  3.82176  0.33159
C  -3.82561  3.03692  0.49556
P  -3.29452  1.85579  -0.80958
C  -2.81262  3.02963  -2.13337
C  -3.56423  3.24821  -3.28447
C  -3.10987  4.11768  -4.26853
C  -1.90409  4.78480  -4.10990
C  -1.15839  4.58470  -2.95620
C  -1.60475  3.71201  -1.97554
C  -4.81881  1.06373  -1.44589
C  -6.03308  0.99007  -0.76700
C  -7.04877  0.15260  -1.21825
C  -6.86714  -0.62617  -2.34941
C  -5.65359  -0.57508  -3.02760
C  -4.63768  0.25102  -2.57496
H  -2.96310  4.04911  3.60651
H  -5.01698  5.42318  3.31173
H  -6.27803  5.28787  1.17782
H  -5.52728  3.76434  -0.59560
H  -4.50978  2.73980  -3.42404
H  -3.70550  4.27484  -5.15919
H  -1.54920  5.45897  -4.87884
H  -0.21839  5.10470  -2.81931
H  -1.02237  3.55744  -1.07376
H  -6.19270  1.57697  0.12853
H  -7.98542  0.11210  -0.67631
H  -7.66012  -1.27563  -2.69741
H  -5.48847  -1.19028  -3.90364
H  -3.67919  0.25380  -3.08665
C  5.10569  2.56686  2.68290
C  3.99881  3.56185  2.30093
S  2.49845  2.81712  1.61052
C  2.60850  3.15706  -0.16186
C  3.87424  2.70682  -0.88227
S  4.17488  0.90938  -0.86338
C  5.96979  0.86571  -0.64346
C  6.48467  0.89782  0.79058
S  6.55431  2.53019  1.58440
H  4.70516  1.55556  2.74277
H  5.49425  2.82202  3.66925
H  4.36841  4.31321  1.60191
H  3.67787  4.09876  3.19409
H  2.48399  4.23046  -0.32278
H  1.73365  2.65727  -0.58093
H  4.75236  3.17449  -0.43725
H  3.80913  3.03405  -1.92213
H  6.42455  1.66187  -1.23531
H  6.27765  -0.07889  -1.09929
H  7.51423  0.53395  0.80224
H  5.89780  0.23369  1.42624
C  1.34940  -3.79355  -5.25598
P  0.69100  -2.26042  -4.46967
C  1.58092  -1.00544  -5.46500
C  2.56927  -0.26349  -4.81998
C  3.31885  0.67283  -5.52118
C  3.07902  0.88238  -6.86985
C  2.09087  0.15206  -7.52036
C  1.34813  -0.78732  -6.82279
C  -1.00546  -2.21215  -5.16182
C  -1.74027  -3.38298  -5.34711
C  -3.07719  -3.33478  -5.72405
C  -3.70111  -2.11243  -5.92146
C  -2.98028  -0.93884  -5.73916
C  -1.64874  -0.98826  -5.35889
H  0.95119  -4.68058  -4.76245
H  2.43107  -3.79232  -5.11627
H  1.12858  -3.84157  -6.32324
H  2.73933  -0.39471  -3.75810
H  4.07796  1.24591  -5.00356
H  3.65484  1.61862  -7.41620
H  1.89805  0.31811  -8.57269
H  0.57249  -1.34708  -7.33322
H  -1.27319  -4.34880  -5.19711
H  -3.62778  -4.25611  -5.86662
H  -4.74126  -2.07320  -6.22001
H  -3.45700  0.02197  -5.89020
H  -1.10702  -0.06352  -5.20709
O  -1.22369  0.14824  -2.56988
S  0.07205  0.88724  -2.75457
N  1.03858  0.82998  -1.65123

Atom charges from the Löwdin analysis, given in e for atoms 1 to 8: Sr 1.26; C -0.17; C -0.20; N -0.11; C -0.21; C -0.21; N -0.13; C -0.21

---

No. 2
A cluster of 2 separate species, C3H7ClS in total in a non-equilibrium geometry, computed with ωB97M-V/def2-TZVPD.

Calculated values
LUMO energy, Ha: 0.0137
Frontier orbital gap, eV: 9.317
Molar mass, g/mol: 110.609
HOMO, eV: -8.95
Energy above the lowest of the compared OMol25 structures with the same formula, charge and spin, kJ/mol: 150.9
SMILES: CSCl.C=C

Geometry (Å):
C  0.10998  -2.52838  -0.03639
C  1.21603  -1.96860  -0.47192
C  -0.53212  2.44405  0.75903
S  -1.29449  1.21207  -0.30319
Cl  -0.93739  2.15750  -2.03225
H  0.03046  -3.67550  0.00538
H  -0.68792  -2.14601  0.54797
H  1.45734  -0.97329  -0.52111
H  2.03525  -2.64271  -0.82773
H  -0.79395  2.12452  1.69126
H  0.50640  2.65133  0.64833
H  -1.10958  3.34503  0.54061

Atom charges from the natural (NBO) analysis, given in e for atoms 1 to 8: C -0.38; C -0.38; C -0.74; S 0.24; Cl -0.17; H 0.18; H 0.19; H 0.19

---

No. 3
The ion C21H42ClNO4P with charge +1 in a non-equilibrium geometry, computed with ωB97M-V/def2-TZVPD.

Calculated values
LUMO energy, Ha: -0.0985
Frontier orbital gap, eV: 9.752
Net charge: +1
Molar mass, g/mol: 438.997
HOMO, eV: -12.43
SMILES: C=C[C@@]1(CCCCCCCCCCCCC)OCC[N@@+]1(C[C@H](C)Cl)P(=O)(O)O

Geometry (Å):
C  -1.26786  3.16918  2.15064
C  -2.05017  2.08587  2.12494
C  -1.74847  0.87861  1.27582
C  -3.01046  0.70828  0.38914
C  -3.07992  1.78080  -0.71797
C  -2.72508  1.29717  -2.14303
C  -1.55235  2.07278  -2.79450
C  -0.65908  1.21252  -3.71118
C  0.62334  0.73605  -3.00968
C  1.90798  0.67645  -3.86645
C  2.98246  1.71097  -3.45483
C  4.08895  1.10095  -2.59733
C  3.55650  0.56326  -1.24671
C  3.44738  -0.97317  -1.11309
C  4.15984  -1.54595  0.13106
C  3.37464  -2.68905  0.80659
O  -0.64185  1.00691  0.46309
C  -0.23681  -0.29424  0.05015
C  -0.87273  -1.31732  1.02230
N  -1.46697  -0.45219  2.08970
C  -2.69810  -0.99988  2.76562
C  -2.51901  -2.35962  3.45340
C  -2.62238  -3.58070  2.52496
Cl  -3.88027  -2.41503  4.63353
P  -0.15977  -0.09609  3.31443
O  0.71974  0.97139  2.88941
O  -1.02958  0.11846  4.60152
O  0.59285  -1.46784  3.55974
H  -1.70209  4.16048  2.06184
H  -0.19231  3.10999  2.27050
H  -2.97623  2.03201  2.68724
H  -2.99966  -0.27874  -0.08470
H  -3.91300  0.73495  0.99743
H  -2.48115  2.65263  -0.45911
H  -4.11596  2.12056  -0.73341
H  -3.59937  1.45880  -2.77485
H  -2.52628  0.22105  -2.17537
H  -1.96741  2.90487  -3.36434
H  -0.96020  2.50406  -1.98343
H  -1.24087  0.33825  -4.01542
H  -0.42597  1.76565  -4.62201
H  0.44602  -0.27713  -2.63939
H  0.81530  1.36046  -2.13444
H  1.67139  0.80577  -4.92219
H  2.34355  -0.31427  -3.72222
H  3.42469  2.11482  -4.36875
H  2.53287  2.55907  -2.93117
H  4.61823  0.32058  -3.14856
H  4.82206  1.87771  -2.36934
H  4.23484  0.91028  -0.46515
H  2.58987  1.02555  -1.03966
H  2.39013  -1.25372  -1.05308
H  3.86859  -1.44441  -2.00178
H  4.36360  -0.75657  0.85423
H  5.11611  -1.96301  -0.18636
H  2.85938  -2.32171  1.70306
H  4.03205  -3.48813  1.14529
H  2.63503  -3.11177  0.12529
H  0.84471  -0.35904  -0.04084
H  -0.64992  -0.48732  -0.94075
H  -1.66512  -1.81763  0.47758
H  -0.18136  -2.06479  1.39440
H  -3.49634  -1.09321  2.03376
H  -3.03093  -0.27475  3.49995
H  -1.62573  -2.40788  4.06747
H  -1.68128  -4.12884  2.51267
H  -3.43340  -4.23185  2.83392
H  -2.84236  -3.26551  1.50507
H  -0.51918  -0.01008  5.41988
H  1.38487  -1.52573  2.99546

Atom charges from the natural (NBO) analysis, given in e for atoms 1 to 8: C -0.26; C -0.32; C 0.48; C -0.46; C -0.40; C -0.40; C -0.40; C -0.41

---

No. 4
A structure of composition C22H17AuBrN3O4 in a non-equilibrium geometry, computed with ωB97M-V/def2-TZVPD.

Calculated values
LUMO energy, Ha: -0.0785
Frontier orbital gap, eV: 6.323
Molar mass, g/mol: 664.266
HOMO, eV: -8.46
Energy above the lowest of the compared OMol25 structures with the same formula, charge and spin, kJ/mol: 136.5

Geometry (Å):
Au  0.13143  0.09348  -0.17591
O  2.19146  -0.31739  -0.50037
C  2.52504  -1.10509  -1.46872
C  3.75595  -0.86331  -2.13568
C  4.19200  -1.66262  -3.15777
C  3.44652  -2.77838  -3.57653
C  2.27353  -3.06246  -2.93726
C  1.77970  -2.25034  -1.89185
C  0.52050  -2.59559  -1.33323
N  -0.13636  -1.92547  -0.45385
C  -1.47062  -2.25734  -0.00160
C  -2.48502  -1.30867  -0.65731
N  -1.89090  0.00763  -0.83675
C  -2.25156  0.80010  -1.78177
C  -1.71790  2.08681  -2.07224
C  -2.34359  2.80856  -3.11385
C  -1.96187  4.07486  -3.45433
C  -0.92825  4.68469  -2.72486
C  -0.28966  4.01628  -1.71574
C  -0.61557  2.67666  -1.37625
O  0.11257  2.12119  -0.46351
H  4.32808  -0.01029  -1.79604
H  5.12397  -1.42753  -3.65628
H  3.79530  -3.40055  -4.38865
H  1.69352  -3.92959  -3.23463
H  0.07655  -3.52470  -1.69281
H  -1.49083  -2.10289  1.07789
H  -1.71760  -3.29576  -0.22980
H  -3.35117  -1.22586  0.00188
H  -2.81843  -1.70991  -1.61915
H  -3.07155  0.48073  -2.42834
H  -3.16315  2.33621  -3.64437
H  -2.45363  4.59625  -4.26348
H  -0.62891  5.69596  -2.96884
H  0.51563  4.47032  -1.15411
Br  1.02710  -2.85934  6.68236
C  0.34948  -1.18267  6.10581
C  0.00221  -0.21479  7.03605
N  -0.47336  0.96636  6.66978
C  -0.61535  1.23692  5.37673
C  -0.29140  0.32138  4.38092
C  0.20063  -0.91740  4.75594
C  -0.45111  0.69916  2.88895
O  -0.81083  1.84028  2.63290
O  -0.18555  -0.26179  2.09064
H  0.11210  -0.39678  8.09919
H  -0.99928  2.21284  5.11065
H  0.46014  -1.64016  3.99616

Atom charges from the natural (NBO) analysis, given in e for atoms 1 to 8: Au 1.56; O -0.69; C 0.41; C -0.28; C -0.14; C -0.28; C -0.14; C -0.21

---

Repeat the fourth record exactly.
A structure of composition C22H17AuBrN3O4 in a non-equilibrium geometry, computed with ωB97M-V/def2-TZVPD.

Calculated values
LUMO energy, Ha: -0.0785
Frontier orbital gap, eV: 6.323
Molar mass, g/mol: 664.266
HOMO, eV: -8.46
Energy above the lowest of the compared OMol25 structures with the same formula, charge and spin, kJ/mol: 136.5

Geometry (Å):
Au  0.13143  0.09348  -0.17591
O  2.19146  -0.31739  -0.50037
C  2.52504  -1.10509  -1.46872
C  3.75595  -0.86331  -2.13568
C  4.19200  -1.66262  -3.15777
C  3.44652  -2.77838  -3.57653
C  2.27353  -3.06246  -2.93726
C  1.77970  -2.25034  -1.89185
C  0.52050  -2.59559  -1.33323
N  -0.13636  -1.92547  -0.45385
C  -1.47062  -2.25734  -0.00160
C  -2.48502  -1.30867  -0.65731
N  -1.89090  0.00763  -0.83675
C  -2.25156  0.80010  -1.78177
C  -1.71790  2.08681  -2.07224
C  -2.34359  2.80856  -3.11385
C  -1.96187  4.07486  -3.45433
C  -0.92825  4.68469  -2.72486
C  -0.28966  4.01628  -1.71574
C  -0.61557  2.67666  -1.37625
O  0.11257  2.12119  -0.46351
H  4.32808  -0.01029  -1.79604
H  5.12397  -1.42753  -3.65628
H  3.79530  -3.40055  -4.38865
H  1.69352  -3.92959  -3.23463
H  0.07655  -3.52470  -1.69281
H  -1.49083  -2.10289  1.07789
H  -1.71760  -3.29576  -0.22980
H  -3.35117  -1.22586  0.00188
H  -2.81843  -1.70991  -1.61915
H  -3.07155  0.48073  -2.42834
H  -3.16315  2.33621  -3.64437
H  -2.45363  4.59625  -4.26348
H  -0.62891  5.69596  -2.96884
H  0.51563  4.47032  -1.15411
Br  1.02710  -2.85934  6.68236
C  0.34948  -1.18267  6.10581
C  0.00221  -0.21479  7.03605
N  -0.47336  0.96636  6.66978
C  -0.61535  1.23692  5.37673
C  -0.29140  0.32138  4.38092
C  0.20063  -0.91740  4.75594
C  -0.45111  0.69916  2.88895
O  -0.81083  1.84028  2.63290
O  -0.18555  -0.26179  2.09064
H  0.11210  -0.39678  8.09919
H  -0.99928  2.21284  5.11065
H  0.46014  -1.64016  3.99616

Atom charges from the natural (NBO) analysis, given in e for atoms 1 to 8: Au 1.56; O -0.69; C 0.41; C -0.28; C -0.14; C -0.28; C -0.14; C -0.21